a:
{
  "formula": "C4H10OS",
  "method": "wB97M-V/def2-TZVPD",
  "e_homo_ev": -9.2544,
  "smiles": "C[C@@H](O)[C@@H](C)S",
  "elements": ["C", "C", "O", "C", "C", "S", "H", "H", "H", "H", "H", "H", "H", "H", "H", "H"],
  "coordinates": [[-1.92, -0.54, -0.74], [-1.03, 0.50, -0.17], [-1.25, 0.54, 1.25], [0.52, 0.35, -0.59], [1.42, 1.57, -0.17], [1.14, -1.22, 0.11], [-1.85, -1.47, 0.14], [-1.48, -0.88, -1.79], [-3.03, 0.07, -0.80], [-1.33, 1.47, -0.65], [-1.00, -0.32, 1.53], [0.49, 0.15, -1.60], [0.97, 2.55, -0.44], [1.42, 1.55, 1.00], [2.50, 1.63, -0.67], [1.01, -0.80, 1.49]]
}

***

b:
{
  "formula": "C4H10OS",
  "method": "wB97M-V/def2-TZVPD",
  "e_homo_ev": -8.9783,
  "smiles": "C[C@H](CO)CS",
  "elements": ["C", "C", "C", "O", "C", "S", "H", "H", "H", "H", "H", "H", "H", "H", "H", "H"],
  "coordinates": [[1.12, 0.84, 1.07], [-0.21, 0.35, 0.48], [-0.32, -1.20, 0.53], [0.73, -1.68, -0.36], [-0.40, 0.97, -0.93], [-2.05, 0.53, -1.66], [2.01, 0.47, 0.41], [1.04, 1.91, 1.10], [1.37, 0.50, 2.08], [-1.08, 0.73, 1.02], [-0.40, -1.69, 1.52], [-1.23, -1.47, -0.09], [0.81, -2.61, -0.25], [0.35, 0.55, -1.60], [-0.35, 2.03, -0.83], [-1.38, -0.23, -2.50]]
}

***

List of relative energies, unit eV: a 1.253; b 0.000

***

a:
{
  "formula": "C3H5PS",
  "method": "wB97M-V/def2-TZVPD",
  "e_homo_ev": -8.7635,
  "smiles": "C=CCP=S",
  "elements": ["C", "C", "C", "P", "S", "H", "H", "H", "H", "H"],
  "coordinates": [[-0.06, 0.34, -1.58], [0.53, 0.15, -0.43], [-0.08, -0.59, 0.92], [-1.63, -1.46, 0.61], [-1.72, -2.86, 1.96], [0.35, 0.99, -2.32], [-1.12, -0.08, -1.73], [1.54, 0.72, -0.16], [0.62, -1.39, 1.43], [-0.16, 0.20, 1.54]]
}

***

b:
{
  "formula": "C3H5PS",
  "method": "wB97M-V/def2-TZVPD",
  "e_homo_ev": -8.7950,
  "smiles": "P/C=C/C=S",
  "elements": ["P", "C", "C", "C", "S", "H", "H", "H", "H", "H"],
  "coordinates": [[-2.15, -0.70, -0.21], [-0.72, 0.44, 0.05], [0.58, -0.03, -0.18], [2.07, 0.59, -0.31], [3.35, -0.37, -0.15], [-3.23, -0.01, 0.58], [-1.85, -1.93, 0.58], [-1.04, 1.39, 0.51], [0.73, -1.06, -0.59], [2.25, 1.69, -0.27]]
}

***

List of relative energies, unit eV: a 0.000; b 1.159